No. 1
The following is a DFT calculation (the ωB97M-V functional and the def2-TZVPD basis) of C23H25As2BCrF7N4O3S3Se as an isolated structure.

Last column: Mulliken charge in e.
Cartesian coordinates (Å):
Cr1 -0.66 -0.83 -0.94  1.2561
C1 2.76 1.19 0.47  -1.1020
As1 1.35 0.22 1.43  1.0801
C2 2.48 -0.94 2.54  -1.2295
C3 1.01 1.59 2.82  -0.1350
C4 2.09 2.09 3.55  -0.5543
C5 1.92 3.04 4.55  -0.7903
C6 0.65 3.51 4.83  -0.7792
C7 -0.43 3.02 4.11  -0.3755
C8 -0.27 2.06 3.12  0.0215
As2 -1.84 1.40 2.13  1.0829
C9 -2.56 3.18 1.66  -1.3802
C10 -3.05 1.09 3.65  -1.2497
H1 3.45 1.70 1.15  0.5048
H2 2.28 1.92 -0.18  0.1160
H3 3.31 0.49 -0.15  0.3005
H4 3.36 -0.41 2.91  0.4657
H5 2.81 -1.78 1.94  0.2686
H6 1.87 -1.30 3.37  0.3138
H7 3.09 1.73 3.34  0.1868
H8 2.78 3.40 5.10  0.3547
H9 0.50 4.25 5.61  0.3563
H10 -1.42 3.40 4.34  0.1488
H11 -2.81 3.76 2.55  0.5071
H12 -3.45 3.04 1.05  0.4174
H13 -1.82 3.71 1.06  0.2525
H14 -3.02 1.91 4.37  0.4081
H15 -2.78 0.15 4.13  0.2418
H16 -4.06 1.01 3.25  0.3799
S1 -4.07 -0.90 -0.09  -0.1725
C11 -2.58 -0.85 -0.38  0.7004
F1 -2.37 -2.32 3.65  -0.4180
B1 -1.03 -2.14 3.26  0.0775
F2 -0.25 -3.24 3.64  -0.4106
F3 -0.52 -0.97 3.89  -0.3823
F4 -0.96 -1.95 1.86  0.1653
Se1 1.49 0.27 -3.37  0.0576
N1 1.16 -0.83 -1.94  0.2247
C12 2.31 -1.50 -1.69  0.6175
C13 2.49 -2.45 -0.68  -0.7205
C14 3.72 -3.06 -0.51  -1.0022
C15 4.81 -2.73 -1.34  -0.4489
C16 4.66 -1.80 -2.35  -0.7537
C17 3.41 -1.17 -2.55  0.8432
N2 3.19 -0.25 -3.52  -1.0157
H17 1.66 -2.71 -0.03  0.6291
H18 3.85 -3.79 0.28  0.4099
H19 5.77 -3.21 -1.19  0.3370
H20 5.48 -1.53 -3.00  0.4098
F5 -0.98 4.51 -1.26  -0.2108
C18 -0.90 3.62 -2.26  0.4379
F6 -1.65 4.08 -3.27  -0.2291
F7 0.37 3.59 -2.67  -0.2210
S2 -1.51 1.97 -1.73  0.6068
O1 -1.55 1.19 -2.95  -0.5094
O2 -2.78 2.28 -1.13  -0.5997
O3 -0.47 1.49 -0.81  -0.7841
C19 -2.35 -0.75 -5.18  -1.0612
C20 -2.31 -2.06 -4.46  0.8731
C21 -2.86 -3.22 -5.01  -0.9406
C22 -2.74 -4.37 -4.27  -0.1514
N3 -2.15 -4.43 -3.09  -0.6387
C23 -1.67 -3.27 -2.60  0.1773
S3 -0.89 -3.26 -1.06  -0.5098
N4 -1.73 -2.09 -3.26  0.0144
H21 -2.41 -0.91 -6.26  0.4313
H22 -1.48 -0.16 -4.92  0.1354
H23 -3.23 -0.17 -4.87  0.2064
H24 -3.34 -3.20 -5.98  0.3747
H25 -3.13 -5.32 -4.65  0.3833

- spin multiplicity = 6
- LUMO (alpha / beta) (eV) = 4.180 / 3.943
- ⟨S²⟩ = 8.7961
- total charge = -2

No. 2
The following is a DFT calculation (the ωB97M-V functional and the def2-TZVPD basis) of C46H52BBiGeN4O3S2Si as an isolated structure.

Last column: Mulliken charge in e.
Cartesian coordinates (Å):
Bi1 0.63 0.55 -1.11  0.7164
C1 2.64 -4.64 -2.31  -1.0316
Si1 3.21 -4.74 -0.53  0.2122
C2 2.43 -6.22 0.29  -1.1013
C3 5.08 -4.88 -0.50  -1.1157
C4 2.77 -3.24 0.57  0.2095
C5 3.25 -3.32 1.88  -0.4446
C6 3.03 -2.30 2.79  -1.3672
C7 2.29 -1.21 2.38  -0.4749
N1 1.80 -1.10 1.14  0.0818
C8 2.05 -2.08 0.27  0.6259
S1 1.36 -1.83 -1.36  -0.0619
H1 2.99 -5.55 -2.81  0.4879
H2 3.05 -3.79 -2.84  0.2173
H3 1.55 -4.60 -2.41  0.3138
H4 2.69 -7.14 -0.24  0.3447
H5 1.34 -6.14 0.30  0.3229
H6 2.76 -6.34 1.33  0.3468
H7 5.40 -5.76 -1.06  0.3582
H8 5.47 -4.96 0.51  0.3372
H9 5.54 -4.00 -0.97  0.3277
H10 3.83 -4.18 2.19  0.3109
H11 3.41 -2.35 3.80  0.4454
H12 2.09 -0.39 3.05  0.4695
C9 -0.61 5.67 2.27  -1.5292
C10 -0.38 4.72 1.15  0.1396
O1 -0.22 3.37 1.43  -0.0704
N2 0.45 5.16 0.12  -0.0763
C11 0.51 4.38 -1.12  -1.3452
C12 -0.84 4.12 -1.74  0.8871
C13 -1.50 5.15 -2.40  -0.6425
C14 -2.77 4.94 -2.90  -0.8256
C15 -3.36 3.70 -2.72  -1.0670
C16 -2.63 2.72 -2.06  -0.5202
N3 -1.39 2.91 -1.59  0.9125
H13 -1.32 5.26 2.99  0.3136
H14 -1.04 6.60 1.89  0.4764
H15 0.31 5.91 2.81  0.2938
H16 0.33 6.15 -0.06  0.3369
H17 0.99 3.43 -0.89  -0.3332
H18 1.16 4.91 -1.81  0.7362
H19 -1.01 6.11 -2.52  0.5049
H20 -3.30 5.73 -3.43  0.4483
H21 -4.35 3.48 -3.10  0.5029
H22 -3.05 1.73 -1.92  0.6294
C17 0.12 -2.12 6.62  -1.9959
C18 0.84 -0.91 7.23  1.9573
C19 2.28 -1.34 7.54  -1.4464
C20 0.13 -0.52 8.53  -1.6566
C21 0.85 0.28 6.28  0.3666
C22 1.51 1.46 6.66  -0.5635
C23 1.57 2.59 5.86  -2.1355
C24 0.94 2.51 4.63  1.0443
O2 0.85 3.47 3.64  -0.5222
B1 0.13 2.85 2.63  0.5688
O3 -0.22 1.54 2.97  -0.0988
C25 0.30 1.36 4.23  0.1780
C26 0.22 0.24 5.03  -0.2595
H23 0.15 -2.95 7.33  0.4388
H24 0.58 -2.45 5.69  0.3325
H25 -0.94 -1.90 6.43  0.3653
H26 2.29 -2.19 8.22  0.4599
H27 2.85 -0.53 8.02  0.3260
H28 2.81 -1.62 6.63  0.2018
H29 0.11 -1.37 9.22  0.4516
H30 -0.90 -0.21 8.33  0.3847
H31 0.64 0.30 9.03  0.3193
H32 1.99 1.50 7.63  0.4323
H33 2.08 3.49 6.18  0.4821
H34 -0.30 -0.64 4.68  0.6480
C27 0.43 2.01 -4.47  -1.5299
Ge1 -0.24 0.33 -3.72  0.3329
C28 0.68 -1.15 -4.59  0.0385
C29 0.03 -2.36 -4.86  0.0443
C30 0.72 -3.41 -5.46  -0.7429
C31 2.06 -3.27 -5.79  -0.4743
C32 2.71 -2.07 -5.52  -0.8242
C33 2.02 -1.02 -4.93  -0.2066
C34 -2.17 -0.01 -3.70  0.1311
C35 -2.59 -0.94 -2.78  -0.1798
C36 -3.95 -1.21 -2.55  -1.1443
C37 -4.90 -0.52 -3.25  -1.1340
C38 -4.53 0.43 -4.22  1.1913
C39 -5.51 1.15 -4.96  -0.9775
C40 -5.15 2.05 -5.91  -0.6112
C41 -3.78 2.28 -6.18  -1.0061
C42 -2.82 1.61 -5.48  -0.4348
C43 -3.15 0.68 -4.47  0.7828
H35 0.47 1.96 -5.56  0.5558
H36 1.45 2.19 -4.12  0.5051
H37 -0.19 2.86 -4.17  0.4489
H38 -1.02 -2.48 -4.62  0.3113
H39 0.20 -4.34 -5.67  0.4220
H40 2.59 -4.09 -6.25  0.4270
H41 3.75 -1.96 -5.79  0.4194
H42 2.55 -0.10 -4.73  0.3114
H43 -1.85 -1.48 -2.20  0.8754
H44 -4.24 -1.96 -1.82  0.4845
H45 -5.95 -0.70 -3.07  0.4174
H46 -6.55 0.95 -4.75  0.4263
H47 -5.91 2.59 -6.47  0.4193
H48 -3.50 2.99 -6.95  0.4614
H49 -1.78 1.80 -5.71  0.4353
S2 -2.84 -1.50 1.43  -0.1805
C44 -3.04 0.20 1.46  -0.1998
C45 -2.10 0.80 0.70  -1.0016
N4 -1.24 -0.09 0.09  0.7752
C46 -1.51 -1.33 0.41  -0.4007
H50 -3.81 0.67 2.05  0.4764
H51 -1.94 1.86 0.56  0.4272
H52 -0.92 -2.16 0.03  0.3464

- spin multiplicity = 2
- LUMO (alpha / beta) (eV) = -2.584 / -2.586
- ⟨S²⟩ = 0.7529
- total charge = +1

No. 3
The following is a DFT calculation (the ωB97M-V functional and the def2-TZVPD basis) of a 3-piece molecular cluster, C2H10N2O2 overall.

Last column: Mulliken charge in e.
Cartesian coordinates (Å):
C1 0.91 1.93 2.12  -0.8006
N1 0.77 1.20 0.84  -0.2732
C2 -0.50 0.97 0.36  -0.0272
N2 -0.66 0.33 -0.72  -0.4534
H1 0.00 1.77 2.71  0.3005
H2 1.73 1.49 2.68  0.3162
H3 1.09 2.98 1.91  0.2362
H4 1.47 0.50 0.72  0.2770
H5 -1.29 1.42 0.97  0.2541
H6 -1.54 0.18 -1.16  0.2027
H7 0.76 -0.57 -3.24  0.3245
H8 0.09 -1.99 -2.82  0.3073
O1 0.48 -1.42 -3.50  -0.6475
H9 -1.61 -2.51 -0.69  0.3052
H10 -0.38 -3.05 -0.08  0.3133
O2 -1.32 -3.22 -0.12  -0.6351

- LUMO (eV) = 0.745
- SMILES = [H]/N=C/NC.O.O

No. 4
The following is a DFT calculation (the ωB97M-V functional and the def2-TZVPD basis) of a 2-piece molecular cluster, C4H12 overall.

Last column: Mulliken charge in e.
Cartesian coordinates (Å):
C1 0.81 -0.25 -1.83  -0.3126
C2 -0.41 -0.79 -2.58  -0.8572
H1 0.55 0.10 -0.81  -0.1815
H2 1.56 -1.08 -1.66  0.2859
H3 1.09 0.73 -2.27  0.2749
H4 -0.98 -1.62 -2.09  0.2773
H5 -0.99 0.14 -2.70  0.2472
H6 -0.12 -1.22 -3.52  0.2842
C3 0.43 0.06 2.19  -0.7476
C4 -0.81 0.97 2.21  -0.8709
H7 1.09 0.17 2.99  0.3533
H8 0.14 -1.00 2.13  0.2535
H9 0.88 0.30 1.28  0.1233
H10 -1.40 0.68 3.03  0.3179
H11 -0.54 2.04 2.30  0.2612
H12 -1.44 0.83 1.37  0.2912

- LUMO (eV) = 1.102
- SMILES = CC.CC

No. 5
The following is a DFT calculation (the ωB97M-V functional and the def2-TZVPD basis) of one molecule with the formula C4H8O2.

Last column: Mulliken charge in e.
Cartesian coordinates (Å):
C1 0.98 1.25 -0.82  -1.2298
C2 0.61 0.06 0.58  0.0317
C3 -0.83 0.28 0.97  -0.3474
O1 -1.50 -0.56 0.03  -0.3562
C4 -0.65 -1.65 -0.20  -0.1999
O2 0.67 -1.25 0.14  -0.3927
H1 1.04 2.32 -0.52  0.3343
H2 1.91 0.99 -1.36  0.3454
H3 0.11 1.08 -1.43  0.3523
H4 1.50 0.61 0.68  0.4529
H5 -1.13 0.00 1.99  0.2439
H6 -1.13 1.31 0.78  0.2666
H7 -0.89 -2.51 0.43  0.2682
H8 -0.69 -1.94 -1.26  0.2308

- LUMO (eV) = 1.014
- SMILES = C[C@H]1COCO1

No. 6
The following is a DFT calculation (the ωB97M-V functional and the def2-TZVPD basis) of one molecule with the formula C2H4N4.

Last column: Mulliken charge in e.
Cartesian coordinates (Å):
N1 -1.70 -0.62 -0.02  -0.3461
C1 -0.42 -0.42 -0.31  0.5395
N2 0.49 -1.00 -0.95  -0.4550
C2 1.30 -0.44 0.11  -0.1960
N3 1.52 0.90 0.27  -0.2213
N4 0.44 1.56 0.17  -0.3640
H1 -2.22 0.10 0.46  0.2414
H2 -2.17 -1.51 -0.18  0.2295
H3 2.06 -1.10 0.50  0.3633
H4 0.72 2.52 -0.06  0.2087

- LUMO (eV) = 0.455
- SMILES = [H]/N=N/[C@@H]1N=C1N

No. 7
The following is a DFT calculation (the ωB97M-V functional and the def2-TZVPD basis) of C32H25AsBaN11O6S as an isolated structure.

Last column: Mulliken charge in e.
Cartesian coordinates (Å):
Ba1 -0.77 0.72 1.08  0.9703
C1 5.15 -2.96 -0.10  -0.9308
C2 5.75 -1.90 -0.77  -0.3614
C3 5.03 -0.75 -1.00  -0.9522
C4 3.69 -0.68 -0.57  0.1409
N1 3.11 -1.69 0.09  0.5107
C5 3.84 -2.79 0.31  0.0304
N2 2.99 0.49 -0.76  -0.6346
C6 1.88 0.54 -1.38  0.0559
N3 1.05 1.64 -1.33  -0.1640
C7 -0.09 1.35 -1.97  -1.5610
N4 -1.13 2.13 -1.95  -0.1336
C8 -2.39 1.62 -2.03  0.2010
C9 -3.38 2.23 -2.81  -0.8814
C10 -4.66 1.73 -2.79  -0.4588
C11 -4.95 0.63 -1.98  -0.9292
C12 -3.93 0.10 -1.22  -0.5028
N5 -2.67 0.56 -1.24  0.9122
C13 0.02 0.01 -2.64  1.1693
C14 -0.79 -0.65 -3.55  0.1925
C15 -0.34 -1.84 -4.09  -0.8758
C16 0.91 -2.35 -3.73  -0.9743
C17 1.72 -1.69 -2.82  0.0405
C18 1.26 -0.50 -2.27  0.5957
H1 5.68 -3.87 0.12  0.4292
H2 6.78 -1.97 -1.10  0.3874
H3 5.46 0.11 -1.49  0.5059
H4 3.33 -3.58 0.86  0.1780
H5 -3.11 3.10 -3.41  0.4738
H6 -5.43 2.19 -3.39  0.4294
H7 -5.95 0.22 -1.92  0.4033
H8 -4.12 -0.72 -0.54  0.3052
H9 -1.76 -0.24 -3.83  0.5006
H10 -0.95 -2.38 -4.80  0.4134
H11 1.25 -3.28 -4.16  0.4219
H12 2.69 -2.09 -2.56  0.3943
O1 1.33 4.32 0.23  -0.7122
As1 0.47 3.91 1.71  1.2010
O2 0.74 4.99 2.89  -0.8550
O3 0.95 2.30 1.86  -0.7137
C19 -1.39 4.06 1.01  -0.2398
C20 -1.46 4.89 -0.12  -0.3756
C21 -2.66 5.26 -0.69  -0.6906
C22 -3.85 4.80 -0.16  -0.5540
C23 -3.82 3.96 0.93  -1.0402
C24 -2.61 3.59 1.52  0.8366
S1 -2.82 2.35 2.80  1.1746
O4 -1.48 2.09 3.31  -0.5343
O5 -3.79 2.84 3.74  -0.7707
O6 -3.27 1.19 2.00  -0.6670
H13 1.41 3.49 -0.29  0.5179
H14 -0.53 5.25 -0.55  0.5743
H15 -2.66 5.90 -1.56  0.4012
H16 -4.80 5.07 -0.61  0.4119
H17 -4.74 3.57 1.35  0.4167
N6 1.71 0.65 3.91  -0.0820
C25 1.62 -0.65 3.70  0.0436
N7 2.23 -1.48 4.57  -0.7629
C26 2.17 -2.76 4.25  0.3966
N8 2.77 -3.64 5.09  -0.4046
N9 1.58 -3.29 3.16  -0.6043
C27 0.96 -2.39 2.40  -0.6876
N10 0.91 -1.08 2.61  0.8033
C28 0.29 -2.93 1.18  0.7089
C29 0.53 -4.24 0.78  -0.3913
C30 -0.05 -4.70 -0.39  -0.7535
C31 -0.86 -3.85 -1.12  -0.8583
C32 -1.07 -2.57 -0.63  -0.2256
N11 -0.51 -2.11 0.49  0.3950
H18 2.23 0.94 4.72  0.2291
H19 1.43 1.36 3.20  0.2175
H20 3.03 -3.30 6.00  0.2657
H21 2.52 -4.61 4.99  0.2501
H22 1.17 -4.86 1.39  0.4724
H23 0.14 -5.71 -0.73  0.3922
H24 -1.32 -4.16 -2.04  0.5300
H25 -1.69 -1.86 -1.17  0.3825

- LUMO (eV) = 1.947
- total charge = -1

No. 8
The following is a DFT calculation (the ωB97M-V functional and the def2-TZVPD basis) of C24H26F5N9O2S2Ti as an isolated structure.

Last column: Mulliken charge in e.
Cartesian coordinates (Å):
Ti1 -0.18 -0.21 -0.09  -0.1116
N1 4.48 0.19 -4.38  -0.4817
C1 4.11 -0.08 -3.11  1.0539
C2 3.93 -1.41 -2.68  -0.9351
C3 3.54 -1.68 -1.39  -0.2309
C4 3.28 -0.64 -0.50  -0.6123
C5 3.51 0.69 -0.90  -0.4978
C6 3.90 0.96 -2.18  -0.8483
S1 2.85 -0.97 1.14  1.2618
O1 2.83 -2.38 1.36  -0.6964
O2 3.50 -0.06 2.03  -0.6954
N2 1.19 -0.50 1.15  1.1475
C7 0.39 -0.79 2.26  0.0695
N3 -0.90 -0.78 1.88  0.2321
C8 -1.82 -1.04 2.81  0.0545
C9 -1.44 -1.32 4.10  -0.9813
C10 -0.08 -1.30 4.38  -0.5114
N4 0.85 -1.02 3.47  -0.5154
H1 4.75 -0.55 -5.00  0.2126
H2 4.72 1.13 -4.65  0.2057
H3 4.15 -2.22 -3.36  0.3843
H4 3.47 -2.70 -1.04  0.7916
H5 3.40 1.49 -0.19  0.6090
H6 4.07 1.99 -2.49  0.3848
H7 -2.86 -1.03 2.49  0.5573
H8 -2.17 -1.55 4.86  0.4732
H9 0.28 -1.51 5.38  0.5313
F1 -4.55 -1.24 -5.05  -0.2553
C11 -3.43 -0.96 -4.42  0.7181
C12 -3.43 -0.76 -3.05  -0.3330
F2 -4.55 -0.85 -2.34  -0.2767
C13 -2.23 -0.47 -2.43  -0.8578
F3 -2.24 -0.27 -1.06  0.1522
C14 -1.02 -0.36 -3.09  1.0540
S2 0.49 0.04 -2.28  -0.4175
C15 -1.05 -0.57 -4.47  0.3571
F4 0.07 -0.48 -5.17  -0.2991
C16 -2.23 -0.86 -5.13  0.0701
F5 -2.23 -1.05 -6.43  -0.2483
N5 -0.27 -4.41 -0.96  -0.0356
C17 -1.53 -4.35 -0.42  -0.7784
C18 -1.73 -3.05 -0.11  -0.6575
N6 -0.61 -2.32 -0.45  0.8096
C19 0.26 -3.18 -0.97  -0.7398
H10 0.19 -5.24 -1.30  0.2690
H11 -2.15 -5.22 -0.31  0.4304
H12 -2.60 -2.59 0.33  0.5085
H13 1.23 -2.94 -1.36  0.5074
C20 1.51 2.64 1.56  -1.3085
N7 0.22 2.46 2.22  0.3762
C21 0.27 2.54 3.68  -1.2647
C22 -0.92 2.31 1.54  0.5810
N8 -0.93 1.62 0.38  0.2498
N9 -2.06 2.83 2.02  0.0854
C23 -2.10 4.07 2.79  -1.1916
C24 -3.36 2.37 1.54  -1.0935
H14 1.91 3.62 1.85  0.5703
H15 1.38 2.61 0.48  0.3313
H16 2.21 1.87 1.89  0.2828
H17 1.04 1.85 4.03  0.4089
H18 -0.68 2.24 4.11  0.3690
H19 0.53 3.54 4.02  0.3628
H20 -1.72 1.88 -0.21  0.1982
H21 -1.12 4.55 2.79  0.3866
H22 -2.42 3.90 3.81  0.3744
H23 -2.80 4.75 2.31  0.4275
H24 -3.69 2.92 0.66  0.3874
H25 -4.09 2.52 2.33  0.3999
H26 -3.32 1.30 1.31  0.2382

- LUMO (eV) = -7.232
- total charge = +2

Values of E, in order: -11172.44841, -5631.06856, -342.15852, -159.56216, -307.57342, -297.47639, -4948.02056, -3718.19284, all in hartree.
Values of ΔE to the lowest compared entry with this formula, charge and spin, in order: 107.8, 29.4, 92.8, 59.9, 365.0, 440.9, 80.0, 65.6, all in kJ/mol.